The following is a quantum chemistry calculation of a molecular structure, C31H75AlBN2O2 in a non-equilibrium geometry, from the OMol25 dataset.

```
112
Properties=species:S:1:pos:R:3
H 2.88733 -4.13849 2.09548
H -4.91267 2.16145 -0.55831
C 2.54835 -2.13182 1.42003
H 0.09164 -2.86544 -5.75660
H 5.10158 -1.44145 -3.11036
H 0.67761 4.62401 0.83364
H 2.69818 -1.45927 -3.58171
H -1.53833 -3.53539 -5.96435
H 0.80336 3.84945 5.27949
H 4.65091 0.63408 -2.17225
H -2.11847 3.41901 5.32470
C -1.43550 -2.25463 -4.20785
C -2.82304 1.79063 6.57042
N -0.67211 -1.01001 -4.00962
O -3.43701 -1.69789 -1.67428
H 3.45680 1.92970 -2.11935
H 0.73582 2.06464 4.89143
H -6.07528 1.76740 -2.64637
H -3.81638 3.57133 5.80404
C -3.17198 0.82411 5.43879
C -0.76851 -3.27266 -5.19963
H 2.17737 0.91882 -3.95349
O 1.03463 3.32324 3.24909
H -4.34432 2.11804 -3.18414
C 4.80738 -3.17103 2.10774
H 0.02006 -1.24170 -3.29302
C 3.21775 0.61216 -3.81477
H -1.12703 4.70438 0.91192
H -0.76903 4.92335 -1.40479
H 0.36580 -4.46163 -3.74916
C -0.24112 2.73526 1.28585
H 0.69978 3.82706 -1.36802
C -5.71903 0.86302 5.85327
H -1.97950 -4.81185 -2.96346
H -5.92449 -1.29340 5.75353
H 6.29501 -0.19886 -7.04108
H -1.84595 3.21594 -2.36839
C 3.34657 -0.85408 -4.22301
H 2.98242 0.28479 -1.68531
C -5.08702 1.34006 -2.92869
C 2.77988 -0.12408 2.97769
H -6.66033 1.05467 5.33017
H 6.32011 -3.61542 0.62788
C 3.60203 0.87536 -2.36433
H -6.64748 -0.56095 7.18859
H -0.11330 0.94508 -1.10655
C -4.57387 0.99315 4.84896
H -5.23014 0.52204 0.18132
H -4.70870 0.24794 4.05859
H 4.05635 -0.57912 1.30265
H 2.44153 -0.06669 0.86446
H -2.53974 3.89425 6.97443
H -5.29595 0.71237 -3.81792
H 5.24396 -2.19938 2.35744
H 5.23054 -3.88679 2.82005
H -2.46446 -2.04281 -4.55455
H -3.56413 1.00317 -0.14046
H 2.28538 2.90659 4.79425
B -3.43196 -0.33807 -2.17063
H -0.91655 3.95133 2.94886
H -0.78363 2.21949 3.40123
H -2.22422 1.33746 -4.37511
H 2.95538 -0.97299 -5.23700
C -2.82750 3.25251 6.13872
C -1.63945 -5.34142 -3.87592
H 3.07201 -2.93858 3.35154
C -1.27841 2.81952 -1.49811
H -2.02920 2.64243 -0.70752
C 1.19865 3.03869 4.63504
H 6.78306 -1.14627 -4.82054
H 0.70937 2.20283 1.10092
H -1.34628 -6.35417 -3.52986
H 3.81468 1.24903 -4.47620
H -4.64724 1.96701 4.35609
H -1.82421 1.53996 6.94155
C 3.00161 -0.68054 1.57544
N -4.68167 0.43107 -1.84559
C -0.52899 1.53528 -1.95508
H -5.63680 1.63222 6.62689
H -4.89779 -0.73689 7.08405
H -1.49038 -2.77054 -3.22276
H -3.05040 -0.20136 5.80077
H 4.84288 -4.56731 0.44829
Al -1.73829 0.38158 -3.17981
H 3.35598 -0.67194 3.72682
H 4.87602 -2.86869 -0.04875
H -3.50454 1.65359 7.41569
H 1.72335 -0.17289 3.25267
H 4.56277 -0.22216 -6.72022
H 1.47938 -2.19568 1.64712
C -4.60465 1.10491 -0.53416
C 4.76540 -1.42553 -4.15232
H -2.44250 0.94389 4.63120
H -3.87742 -1.69092 -0.81617
C -5.79616 -0.51238 6.50628
C 3.29141 -3.14081 2.29848
C 5.23094 -3.57797 0.70101
H 0.35209 1.82274 -2.57739
H 3.08966 0.92209 3.02347
C 5.50767 -0.71482 -6.48648
C 5.80558 -0.68368 -4.99184
C -0.33643 3.98037 -1.01015
H 5.45839 -1.74336 -6.85187
H -2.51582 -5.41893 -4.54083
C -0.41166 -4.63751 -4.51516
H -1.08068 2.07965 1.00459
H 5.89513 0.35376 -4.65721
C -0.26351 4.11511 0.54895
H 0.00147 -5.33181 -5.27571
H 2.64753 -2.42030 0.36940
C -0.30046 3.03223 2.82539
H 4.73317 -2.47296 -4.47212
```

* 2S+1: 1
* charge: -1
* HOMO: -3.888 eV
* gap between HOMO and LUMO: 6.2 eV

***

The following is a quantum chemistry calculation of 4 unconnected molecules or ions with the total composition C9H12FN3O3 in a non-equilibrium geometry, from the OMol25 dataset.

```
28
Properties=species:S:1:pos:R:3
C 2.04818 -0.11162 -1.73347
H -0.49451 -1.43171 -1.16228
H 2.73007 -0.85072 -3.66131
C 2.63537 -1.12050 -2.61227
C -0.38221 2.18475 1.48581
N 2.02740 -2.51466 0.10124
F -3.16366 3.13357 1.19745
H 3.65393 -1.18009 -2.21222
H -1.25604 -0.98342 0.41628
C -1.56459 2.19969 -0.39518
H -2.22592 -1.04318 -1.06068
N 1.63232 0.66859 -1.00082
C -1.37998 -1.48795 -0.53868
H -1.05045 2.47631 -1.31494
H 1.57105 -1.98691 3.12705
H 0.15940 -1.24971 2.35280
O -0.88625 3.45955 1.31996
H 1.69389 -0.39317 2.47913
H -2.43081 1.63982 -0.77448
C 1.67388 -1.98973 1.05940
C -1.71330 -2.86939 -0.16911
O 0.41519 1.86890 2.28985
C -2.03894 3.32460 0.48790
C 1.23837 -1.36474 2.29238
H -2.13139 4.24595 -0.09008
N -2.04930 -3.91619 0.15265
O -0.85550 1.37660 0.50895
H 2.14380 -2.08467 -2.54537
```

* 2S+1: 1
* HOMO: -11.458 eV
* SMILES string: O=C1OC[C@@H](F)O1.CC#N.CC#N.CC#N
* gap between HOMO and LUMO: 11.9 eV

***

The following is a quantum chemistry calculation of a single C2H6F2N4 molecule in a non-equilibrium geometry, from the OMol25 dataset.

```
14
Properties=species:S:1:pos:R:3
N 0.88066 1.35083 -0.06030
H -1.65058 1.72946 -0.18902
F 0.85805 -1.74289 -0.90332
N -1.32705 0.74893 0.34510
H -0.74235 -1.43799 0.42381
H 2.84530 1.54294 0.17299
H 2.54336 0.01847 0.07505
C 0.32406 -1.06811 0.07495
F 1.27796 -1.30054 1.13560
N 2.26375 0.92261 -0.37587
C 0.09759 0.42142 0.12998
N -2.10141 -0.43757 -0.11995
H -2.23066 -0.49489 -1.15259
H -3.03868 -0.25265 0.44358
```

* 2S+1: 1
* HOMO: -9.109 eV
* SMILES string: N/N=C(/NN)C(F)F
* relative energy (zero: lowest compared OMol25 entry of this formula, charge and spin): 43.40 kcal per mole
* gap between HOMO and LUMO: 9.8 eV

***

The following is a quantum chemistry calculation of a molecular structure, C34H48As2N6STi in a non-equilibrium geometry, from the OMol25 dataset.

```
92
Properties=species:S:1:pos:R:3
H 3.06804 2.65465 0.68970
H -0.10525 -0.90548 -3.81952
C 1.88004 0.24606 2.67090
N 1.94256 0.90277 0.20428
H -5.14419 1.12215 0.67853
H -0.00329 -4.40418 1.43173
C 0.61200 -0.58742 2.81524
C 2.08245 2.38355 0.31424
H 1.97549 2.82641 -0.66935
H 2.53688 -7.25049 1.74644
H 0.55101 -4.93630 3.03037
C 2.42997 0.42222 -1.12977
H 1.68144 2.09207 -5.43474
C -3.35005 -1.76085 -3.31213
C 3.86789 -5.86798 -0.64748
H -3.90639 2.91694 -1.47108
H -3.65143 3.35342 0.22296
C -4.76493 0.35395 -2.22778
C -2.78703 -1.03580 -2.26019
C 0.24180 4.53751 2.81463
As -1.03447 -1.59156 -1.56931
N 0.27377 1.25936 -1.93988
H 3.79444 -6.02926 2.03610
H -2.05603 -1.46612 1.14230
C -0.05794 2.04599 -4.17699
H -6.29275 -0.12553 -3.65511
H 2.57924 -0.12896 3.41524
H -1.92618 2.03594 2.26597
H -0.58478 -2.61032 -3.83684
C 0.40750 -1.28991 3.99469
H 2.31581 -0.65839 -1.14395
H 5.47780 -3.89602 -0.59293
H -2.54207 -2.72697 3.19015
H -0.57165 -3.99987 -1.09868
H 1.66070 1.27415 2.95912
H 2.15838 4.63876 1.85711
C -3.20704 2.87247 -0.64422
Ti -0.15717 0.50632 0.03884
H 2.71324 -0.85185 1.03143
H 0.92125 -2.13413 -3.04336
C 1.22104 4.10324 1.95193
C -1.38315 -1.41317 1.97283
C 2.73939 -6.25303 2.14060
C -0.72974 -2.05109 4.15547
H -2.06863 -3.51119 -0.28766
H 3.14703 -6.61931 -0.34827
H 2.48071 -6.24966 3.19998
H 0.07012 -6.13942 1.81725
C 4.46873 -3.50941 -0.44610
H 3.75508 -5.70327 -1.72364
C -0.10284 -1.83313 -3.25237
S 1.58052 -2.87204 0.21368
H 0.38128 5.44271 3.39702
N -0.29395 -0.63511 1.82105
N -0.12645 2.24381 1.27540
H 3.15466 1.14962 -3.66406
H 1.14928 -1.23232 4.78278
C -0.51725 1.74338 -2.91318
H -0.89799 -2.59170 5.08010
H -4.02591 1.02455 2.04451
H -5.02114 -2.02633 -4.62207
H -2.07503 -3.82043 -2.03280
C 1.57143 1.03011 -2.23683
H 4.87250 -6.24496 -0.45681
H -5.33149 1.17737 -1.81149
H 3.48592 0.65204 -1.28762
C 1.27966 1.84317 -4.45813
H -0.74334 2.43146 -4.92032
C -3.50396 0.03284 -1.71640
As -2.78998 1.02532 -0.19313
H 4.09372 -3.12466 -1.39940
C -0.90857 3.77867 2.94885
C -4.23959 0.65135 1.04632
C 0.54839 -5.16972 1.96288
H -2.30152 3.41203 -0.90858
C 1.01477 2.94816 1.21606
C -1.04902 2.65341 2.16795
N 1.92476 -5.22389 1.47153
H 4.50995 -2.69554 0.27155
N 3.64735 -4.59834 0.06730
H 3.63191 0.59546 1.44659
C -1.64615 -2.12418 3.11919
H -1.55660 1.88450 -2.66702
C -1.48899 -3.43409 -1.20494
C -4.59953 -1.44293 -3.81185
C 2.10247 1.32405 -3.47677
H -1.69178 4.05352 3.64509
C 2.62612 0.18961 1.32189
H -2.81012 -2.58627 -3.75659
H -4.39227 -0.42152 1.09353
C -5.31304 -0.37960 -3.26874
C 2.41589 -4.31889 0.60516
```

* 2S+1: 3
* charge: +2
* HOMO (spin up / spin down): -11.581 / -12.775 eV
* relative energy (zero: lowest compared OMol25 entry of this formula, charge and spin): 9.33 kcal per mole
* gap between HOMO and LUMO (spin up / spin down): 6.6 / 7.9 eV

***

The following is a quantum chemistry calculation of a molecular structure, C34H36BCoN6O5 in a non-equilibrium geometry, from the OMol25 dataset.

```
83
Properties=species:S:1:pos:R:3
O 0.23388 -0.11345 -2.16198
O -1.81486 1.43145 -2.49715
H 0.27954 -3.63835 -0.33319
C -0.37726 2.52027 0.02757
H -3.01367 0.18323 -3.67653
H -3.38069 -4.10926 -3.92330
H -2.00865 -3.34058 -1.96154
H 4.97361 -2.58256 3.31384
C -3.56635 0.74742 0.40171
C -3.17656 -3.07537 -3.69957
C 2.71882 -0.95344 1.62807
H 4.70858 1.67431 2.68744
N -2.29614 -1.39622 -2.52722
N -2.94513 -0.40506 0.08443
N -1.44862 -2.61570 0.12159
H 1.61085 2.61934 -3.54519
H -4.14182 -1.80230 -5.21726
H 6.44366 -1.63696 3.00308
C -2.66407 1.86236 0.36559
C 1.73539 4.35964 -0.18880
C 2.17766 -0.34848 3.89097
C 5.37635 -1.72048 2.77731
H 4.47845 0.74070 5.02094
C -5.40187 2.15596 1.04338
C 1.59788 1.77058 -2.86268
H 1.51860 2.15610 -1.84661
C 0.80114 -0.45108 3.62289
C -0.49486 3.65282 -0.78341
H -3.23930 -6.02892 0.28575
H 4.58991 -1.00662 5.29250
C 1.86116 3.23472 0.61882
H 5.27520 -1.91406 1.70806
H -4.48969 -3.94506 0.75088
H 0.99515 -0.14193 -1.56811
C 0.55094 4.55971 -0.88560
C 0.41262 0.88531 -3.19922
C -3.20144 3.13411 0.69834
H 0.90776 1.45363 1.36143
C -4.53348 3.26885 1.00772
C 3.14139 -0.58617 2.92239
H 4.97872 0.60658 1.30973
Co -1.47276 -0.09785 -1.00679
H 0.44379 5.42126 -1.53395
H 2.55541 5.06074 -0.28518
B -0.68192 -1.29926 0.44597
H 3.42802 -1.13443 0.82843
N -1.38458 1.54966 0.10931
C 5.18357 0.74188 2.37347
H 0.58581 0.87287 -5.33412
O -0.89594 2.60347 -4.18183
H 6.26558 0.84077 2.50563
C 0.61791 0.15389 -4.51614
C 4.64158 -0.43786 3.19318
C -0.88622 1.73463 -3.30460
H -1.39392 3.78405 -1.37238
H -0.81354 -5.86381 -0.45591
N -2.43562 -2.72617 -2.63638
O -0.82980 -0.94050 1.85852
H 2.53739 1.21507 -2.96191
H 2.77600 3.05851 1.17327
H -6.44907 2.29141 1.28409
H 1.57968 -0.36752 -4.52251
C 4.94277 -0.18245 4.66846
C -2.96717 -0.88678 -3.55381
C -3.54489 -1.91007 -4.32783
C 1.37712 -1.05854 1.37398
C -2.83591 -2.63700 0.30249
H -0.17943 -0.57945 -4.65945
H 0.06117 -0.24632 4.38607
H -5.54570 0.02358 0.79298
H -4.92759 4.25382 1.23044
C 0.41534 -0.79625 2.35252
C 0.81704 2.32632 0.72572
N -3.58766 -1.57075 0.31862
C -0.78020 -3.76725 -0.15366
C -3.45034 -3.93247 0.45254
H 2.47451 -0.07143 4.89355
C -1.38276 -4.98422 -0.19479
H 6.02248 -0.08663 4.80868
H -2.55256 3.99821 0.70095
C -2.76199 -5.06104 0.18756
O 0.77740 -1.39894 0.20059
C -4.91580 0.90181 0.76713
```

* 2S+1: 2
* charge: -1
* HOMO (spin up / spin down): -3.326 / -4.100 eV
* relative energy (zero: lowest compared OMol25 entry of this formula, charge and spin): 19.27 kcal per mole
* gap between HOMO and LUMO (spin up / spin down): 5.8 / 6.2 eV

***

The following is a quantum chemistry calculation of 2 unconnected molecules or ions with the total composition C22H18N3O4S in a non-equilibrium geometry, from the OMol25 dataset.

```
48
Properties=species:S:1:pos:R:3
O 2.75623 -1.48303 1.43621
H -2.00741 5.22207 0.85095
C -3.18313 -2.92623 -2.37850
C -1.11358 1.42184 0.66790
H 2.22117 1.28523 -0.15443
H 2.84082 -0.66157 3.07589
C 2.95303 1.18334 1.92734
C 3.44169 2.51721 1.98006
S -1.72202 -2.40483 -0.10428
H -2.98617 -3.28841 -6.51099
C -0.80799 -0.00238 0.68476
H -2.80082 -4.94344 -5.92209
C -1.88350 3.47661 -0.41702
C 3.90595 3.02360 5.65492
C 2.48617 0.64394 0.69243
C -1.74644 4.17101 0.79248
N -1.26583 -0.78560 -0.21508
H -1.37051 -4.02074 -6.44485
H 3.35349 0.40518 5.25891
O 2.42391 -1.18412 -0.70404
H -2.27407 3.99971 -1.29266
H -4.26844 -3.54727 -4.12334
H 0.19397 -2.45401 -2.25020
C -1.02969 2.13058 1.88055
H -1.31790 4.00009 2.90422
C -1.59014 2.10221 -0.48293
C -0.77492 -2.73003 -2.65611
N 2.53985 -0.69445 0.46024
H -1.74205 1.52489 -1.40350
C -1.34133 3.48772 1.93995
C 3.79433 3.08886 3.19117
C -0.91056 -3.12335 -3.98388
C 3.70047 2.35351 4.38944
H -4.07072 -2.79755 -1.76905
C 3.01282 0.40650 3.11707
C -1.91100 -2.68787 -1.85129
O -0.68181 -3.24479 0.41229
O -3.04517 -2.47748 0.45086
H -0.76217 1.56701 2.78139
C -2.16094 -3.45842 -4.51849
H -0.31748 -0.37551 1.58792
C 3.34679 0.99419 4.33384
C -2.32955 -3.94977 -5.92810
N 4.01346 3.59174 6.67134
C -3.28995 -3.32333 -3.70562
H 3.57868 3.04088 1.03118
H -0.02445 -3.18873 -4.60706
H 4.16695 4.11499 3.25019
```

* 2S+1: 1
* charge: -1
* HOMO: -4.071 eV
* relative energy (zero: lowest compared OMol25 entry of this formula, charge and spin): 105.75 kcal per mole
* gap between HOMO and LUMO: 6.1 eV

***

The following is a quantum chemistry calculation of 4 unconnected molecules or ions with the total composition C4H12O3 in a non-equilibrium geometry, from the OMol25 dataset.

```
19
Properties=species:S:1:pos:R:3
O 2.74116 -0.23122 -1.20642
H -1.54771 2.08222 2.00054
H 2.95682 -1.09732 -1.56144
H 2.20316 -0.59468 0.26497
H 2.20070 -1.75787 1.45594
H -1.29239 -2.21115 -1.06584
H -1.11447 -0.73890 -1.87369
O 1.24656 1.78494 -0.96867
H -2.90799 1.74445 0.81272
C -2.07574 1.37123 1.38789
H -3.01091 -0.40727 -0.24720
C -1.96533 -0.54389 0.05345
H -0.05722 -0.98887 -0.43103
H 1.76853 2.54869 -0.72267
C -1.04665 -1.16296 -0.86409
C -1.52209 0.16230 1.15630
O 2.19958 -0.81870 1.25830
H 1.81773 0.95748 -1.09670
H -0.59373 -0.09849 1.64764
```

* 2S+1: 1
* HOMO: -7.142 eV
* relative energy (zero: lowest compared OMol25 entry of this formula, charge and spin): 121.88 kcal per mole
* gap between HOMO and LUMO: 3.5 eV

***

What is the 2S+1 in the seventh record?
1